1.
Entry from OMol25: a 8-piece molecular cluster, C26H39BF7N3O27P overall (wB97M-V/def2-TZVPD).

Geometry (Å):
P (-0.546, 0.927, 3.921)
F (1.342, 0.782, 8.737)
F (7.576, 0.444, 11.468)
F (-8.672, -0.083, -2.221)
F (3.362, 2.216, -9.131)
F (1.147, -1.091, -5.396)
F (-2.501, -4.509, -2.953)
F (4.820, 5.492, -11.000)
O (-4.489, -4.076, -0.168)
O (1.212, -1.438, -0.976)
O (-9.778, -1.217, 0.844)
O (2.252, -1.278, 8.968)
O (2.120, 0.379, -8.681)
O (2.699, -3.447, 8.526)
O (-0.566, -0.575, 4.546)
O (1.970, -2.064, 6.903)
O (7.067, 1.944, -9.564)
O (-8.089, -0.076, -0.039)
O (-2.124, 1.061, 3.643)
O (1.630, -1.791, -8.294)
O (6.230, 1.897, 10.378)
O (-8.288, -0.210, 2.201)
O (0.196, 2.812, 1.905)
O (5.008, 0.480, 9.179)
O (-1.781, 0.209, 0.518)
O (-3.468, 1.751, 0.796)
O (-6.374, -3.315, -1.130)
O (4.839, 2.683, 8.779)
O (-4.498, -3.637, -2.348)
O (3.693, -0.986, -7.894)
O (6.205, 3.966, -10.074)
O (-3.042, 3.635, 2.658)
O (5.923, 2.263, -11.475)
O (1.584, -1.233, -3.179)
O (-0.241, -2.280, -2.480)
N (-0.033, 0.400, 2.137)
N (0.620, 1.524, -0.147)
N (2.079, 0.201, 3.283)
C (1.063, -1.902, -4.331)
C (-4.626, 2.079, 1.569)
C (6.308, 0.649, 11.054)
C (-3.241, -4.556, -0.681)
C (-3.137, -3.801, -1.990)
C (-8.627, -0.846, -1.102)
C (-5.240, -3.643, -1.209)
C (-1.047, -0.499, 1.445)
C (5.734, 4.537, -11.283)
C (2.405, -0.898, -8.295)
C (5.127, 3.339, -11.987)
C (-3.189, 0.409, 0.681)
C (-10.005, -1.193, -0.574)
C (5.315, 1.787, 9.386)
C (2.340, -2.379, 8.173)
C (6.463, 2.650, -10.298)
C (0.877, -1.625, -2.107)
C (4.343, 0.261, -8.174)
C (1.469, -0.721, 6.896)
C (5.885, -0.330, 9.975)
C (-0.369, -2.172, -3.915)
C (3.170, 1.216, -8.234)
C (2.125, -0.140, 8.129)
C (-4.347, 3.105, 2.690)
C (-8.688, -0.475, 1.118)
C (1.266, -0.369, 2.241)
B (0.252, 1.650, 1.236)
H (4.089, 3.200, -11.683)
H (-1.661, -1.020, 2.185)
H (1.607, 1.354, -0.311)
H (-10.724, -0.409, -0.815)
H (4.845, 0.207, -9.141)
H (-7.980, -1.702, -1.275)
H (0.133, 0.769, -0.613)
H (-3.630, 0.004, -0.235)
H (-2.807, 3.822, 1.748)
H (-5.083, 3.910, 2.619)
H (-3.573, -0.165, 1.530)
H (-10.377, -2.154, -0.913)
H (-2.433, -4.339, 0.011)
H (-2.591, 0.220, 3.685)
H (-0.452, -1.248, 0.916)
H (1.659, -2.796, -4.515)
H (5.069, 0.498, -7.403)
H (-5.085, 1.183, 1.988)
H (-0.781, -3.086, -4.328)
H (-4.447, 2.627, 3.665)
H (-2.660, -2.824, -1.902)
H (1.749, -0.219, 5.976)
H (5.652, 0.679, 11.925)
H (2.888, 1.657, -7.277)
H (-5.356, 2.497, 0.874)
H (0.656, 3.523, 1.448)
H (-0.587, -1.300, 3.914)
H (0.384, -0.734, 6.995)
H (5.196, 3.382, -13.069)
H (1.712, -0.380, 1.244)
H (3.110, 0.284, 7.960)
H (6.741, -0.640, 9.375)
H (1.023, -1.404, 2.488)
H (6.572, 4.998, -11.807)
H (5.359, -1.202, 10.351)
H (-1.015, -1.328, -4.157)
H (2.898, -0.375, 3.435)
H (-3.303, -5.631, -0.853)
H (2.417, 1.128, 3.046)

Calculated values
Calculated total energy, eV: -116332.410
Net charge: +1
2S+1: 1

Results of the Mulliken charge analysis, in e, for atoms 1 through 8: 0.262 -0.327 -0.275 -0.300 -0.243 -0.291 -0.299 -0.283

2.
Entry from OMol25: a 2-piece molecular cluster, C2H2Cl2N overall at a distorted geometry (wB97M-V/def2-TZVPD).

Geometry (Å):
Cl (2.609, -0.151, 0.026)
Cl (-1.904, -1.588, 0.196)
N (-0.031, 0.169, -0.028)
C (1.054, 0.412, 0.557)
C (-1.059, -0.316, -0.454)
H (1.031, 1.181, 1.439)
H (-1.699, 0.292, -1.736)

Calculated values
Calculated total energy, eV: -28630.474
Net charge: +1
2S+1: 1

Calculated atomic charges, method Mulliken, unit e: 0.044 0.059 0.059 0.103 0.046 0.333 0.356

3.
Entry from OMol25: an isolated ion of composition C5H9N2 and charge +1 at a distorted geometry (wB97M-V/def2-TZVPD).

Geometry (Å):
N (0.320, 1.529, 0.275)
N (0.291, -0.887, -0.547)
C (-0.910, 1.490, 0.501)
C (2.429, 0.388, -0.024)
C (0.949, 0.258, -0.141)
C (-1.809, 0.268, 0.120)
C (-1.197, -0.784, -0.737)
H (0.648, -1.623, -1.118)
H (-2.744, 0.670, -0.324)
H (2.643, 0.922, -1.007)
H (-2.184, -0.092, 1.167)
H (2.654, 1.208, 0.732)
H (2.868, -0.528, 0.061)
H (-1.430, -0.766, -1.792)
H (-1.393, 2.203, 1.005)
H (-1.623, -1.775, -0.542)

Calculated values
SMILES string: CC1=[N+]=CCCN1
Calculated total energy, eV: -8302.855
Net charge: +1
2S+1: 1

Results of the Mulliken charge analysis, in e, for atoms 1 through 8: -0.421 -0.138 -0.064 -1.075 0.520 -0.509 -0.594 0.286

4.
Entry from OMol25: C53H51As2IrN3O5S2Si as an isolated structure at a distorted geometry (wB97M-V/def2-TZVPD).

Geometry (Å):
Ir (0.028, -0.208, 0.436)
As (0.297, -2.432, 1.357)
As (2.505, -0.186, 0.589)
S (1.603, -1.398, 5.830)
S (-3.507, 5.333, -2.635)
Si (-3.259, -0.207, 1.530)
O (4.289, 4.033, -6.507)
O (-0.240, -1.094, -1.524)
O (0.014, 2.757, -2.148)
O (5.030, 2.157, -5.386)
O (1.482, 1.144, -1.703)
N (-0.668, 1.765, 0.011)
N (-2.029, -0.820, 0.407)
N (0.191, 0.752, 2.238)
C (1.271, -0.875, -4.847)
C (2.972, -1.488, 1.941)
C (-0.731, 2.573, 1.038)
C (-0.836, -3.013, 2.801)
C (3.897, -0.576, -0.697)
C (1.957, 2.703, -3.451)
C (-1.293, 3.886, 1.024)
C (-0.833, 4.129, 3.394)
C (3.160, 2.059, -3.804)
C (-3.395, 3.780, -4.664)
C (2.060, -2.511, 2.191)
C (2.375, -1.712, -4.712)
C (-2.473, -3.887, -2.496)
C (3.173, 1.509, 1.251)
C (0.698, -1.288, -2.569)
C (5.370, 3.093, -6.415)
C (-1.390, -3.023, -2.511)
C (1.792, -2.100, -2.409)
C (2.254, 4.369, -5.192)
C (-2.242, -1.834, -0.535)
C (0.665, 0.916, 4.601)
C (0.642, 0.228, 3.379)
C (-2.660, -0.268, 3.314)
C (-3.440, -3.721, -1.519)
C (3.636, -3.532, 3.697)
C (-1.902, 3.538, -1.275)
C (-1.311, -2.035, -1.549)
C (1.130, 0.254, 5.822)
C (-1.901, 4.323, -0.153)
C (-3.935, 4.963, -4.234)
C (2.399, -3.536, 3.071)
C (-0.268, 2.028, 2.279)
C (3.861, 2.593, -4.843)
C (4.208, -1.481, 2.578)
C (0.352, -4.047, 0.295)
C (-2.618, 3.163, -3.669)
C (-2.575, 3.884, -2.486)
C (1.703, -0.137, 8.040)
C (2.634, -2.320, -3.495)
C (1.238, 0.792, 7.077)
C (-0.290, 2.792, 3.446)
C (1.172, 2.112, -2.357)
C (-1.317, 4.635, 2.241)
C (4.536, -2.499, 3.461)
C (3.419, 3.723, -5.524)
C (0.425, -0.665, -3.773)
C (-4.927, -1.047, 1.574)
C (1.518, 3.833, -4.134)
C (-3.329, -2.723, -0.564)
C (-3.660, 1.587, 1.133)
C (0.195, 2.217, 4.616)
C (1.937, -1.365, 7.501)
C (-1.060, 2.279, -1.295)
H (-2.941, 0.651, 3.836)
H (1.065, -0.393, -5.794)
H (3.892, -4.326, 4.386)
H (-4.730, 1.754, 1.282)
H (-1.566, 1.461, -1.810)
H (-5.529, -0.464, 2.277)
H (-3.428, 1.861, 0.103)
H (-0.637, -4.069, 2.969)
H (1.003, -0.784, 3.340)
H (-0.865, 4.704, 4.310)
H (-0.638, -2.444, 3.707)
H (4.823, -0.197, -0.267)
H (-1.586, -0.384, 3.401)
H (3.010, 2.244, 0.462)
H (3.486, -2.980, -3.389)
H (1.007, -3.961, -0.563)
H (-2.408, 5.281, -0.155)
H (1.705, -4.342, 3.279)
H (-1.877, -2.882, 2.515)
H (3.022, -1.896, -5.559)
H (1.980, -2.570, -1.456)
H (-2.551, -4.670, -3.237)
H (1.857, 0.098, 9.082)
H (-3.143, 2.281, 1.799)
H (-4.904, -2.073, 1.945)
H (-4.094, -2.645, 0.183)
H (-3.126, -1.096, 3.853)
H (4.923, -0.690, 2.388)
H (-0.653, -4.287, -0.051)
H (0.715, -4.835, 0.953)
H (-4.299, -4.379, -1.493)
H (4.237, 1.454, 1.473)
H (3.494, 1.176, -3.281)
H (0.200, 2.797, 5.529)
H (-4.570, 5.636, -4.789)
H (5.477, 2.573, -7.365)
H (3.692, -0.090, -1.643)
H (6.285, 3.620, -6.147)
H (0.593, 4.308, -3.839)
H (1.926, 5.249, -5.727)
H (-0.454, -0.038, -3.864)
H (-3.558, 3.375, -5.651)
H (-5.448, -1.038, 0.615)
H (3.980, -1.648, -0.843)
H (0.998, 1.818, 7.318)
H (5.495, -2.490, 3.962)
H (2.290, -2.255, 7.998)
H (2.631, 1.823, 2.141)
H (-0.622, -3.126, -3.263)
H (-1.756, 5.625, 2.221)
H (-2.105, 2.223, -3.814)

Calculated values
Calculated total energy, eV: -224550.416
Net charge: +2
2S+1: 2
<S²>: 0.808

Results of the Mulliken charge analysis, in e, for atoms 1 through 8: 0.728 2.117 1.404 0.192 -0.181 -0.048 -0.477 0.803

5.
Entry from OMol25: one molecule with the formula C4H6O2 (wB97M-V/def2-TZVPD).

Geometry (Å):
O (1.244, 0.192, -1.311)
O (-2.083, -0.355, 0.432)
C (0.856, -0.345, -0.050)
C (-1.417, 0.547, 0.880)
C (0.425, -0.959, -1.318)
C (0.079, 0.683, 0.749)
H (-0.601, -0.888, -1.678)
H (0.493, 0.789, 1.758)
H (0.977, -1.820, -1.687)
H (1.640, -0.872, 0.509)
H (0.284, 1.651, 0.270)
H (-1.897, 1.376, 1.446)

Calculated values
SMILES string: O=CC[C@H]1CO1
Calculated total energy, eV: -8338.309
2S+1: 1

Results of the Mulliken charge analysis, in e, for atoms 1 through 8: -0.449 -0.468 0.278 0.076 -0.414 -0.808 0.201 0.372